Below is 2 unconnected molecules or ions with the total composition C5H13N3, with properties calculated with wB97M-V/def2-TZVPD.

- energy (hartree) = -362.328481
- energy above the lowest of the compared OMol25 structures with the same formula, charge and spin (kcal per mole) = 39.3
- maximum force (eV Å⁻¹) = 8.13
- Kohn-Sham gap (spin up / spin down) (eV) = 5.75 / 8.88
- E_LUMO (spin up / spin down) (eV) = 1.085 / -0.196

Geometry as ORCA input:
```
! RIJCOSX wB97M-V def2-TZVPD def2/J DEFGRID3
* xyz 0 3
C -1.75436 -1.45205 1.10925
C 1.73591 0.27928 -0.35929
C 2.10008 -1.08817 -0.84070
C 1.11678 1.79473 1.31752
C -2.32291 0.26290 -1.30831
N -1.03273 -0.57521 0.42546
N 1.34572 0.45899 0.86021
N -1.11608 0.16910 -0.56783
H -1.26881 -1.94719 1.88646
H -2.70376 -1.83419 0.73697
H 1.76488 1.13046 -0.93769
H 1.40391 -1.41320 -1.60782
H 2.17340 -1.69138 -0.03359
H 3.07171 -1.02993 -1.38002
H 1.62501 2.60298 0.66614
H 0.00947 1.99644 1.46029
H 1.57759 2.01910 2.34023
H -3.16430 -0.14787 -0.78034
H -2.37285 1.27968 -1.40353
H -2.19906 -0.26065 -2.32330
H 0.01041 -0.55382 0.73989
*
```

Atomic partial charges in e from the Löwdin method, atoms 1 to 5: atom 1 (C): -0.01, atom 2 (C): -0.22, atom 3 (C): -0.05, atom 4 (C): -0.16, atom 5 (C): -0.12